[1]
H21O11 | the ωB97M-V functional and the def2-TZVPD basis

Cartesian coordinates (Å):
1 O -0.25238 0.56388 -0.29397
2 H 0.20262 -0.25912 -0.01297
3 O -1.84737 0.45188 -2.34897
4 H -1.29838 1.02588 -2.94197
5 H -1.29037 0.43788 -1.56897
6 O 3.43662 -0.67612 -1.16997
7 H 2.58263 -0.21512 -1.42697
8 H 3.73562 0.05388 -0.54697
9 O -2.57737 -0.99512 0.20003
10 H -1.88338 -0.52412 -0.18097
11 H -3.19537 -0.38312 0.49503
12 O 0.14863 -3.54612 0.39703
13 H 0.57563 -2.79912 0.87403
14 H 0.23763 -3.06812 -0.51797
15 O 1.46963 1.82288 0.75403
16 H 0.73963 1.36588 0.35603
17 H 2.01562 1.94488 -0.05697
18 O -1.57437 1.55988 1.98603
19 H -1.14637 2.42788 2.24003
20 H -1.16737 1.41088 1.17403
21 O -0.72237 3.09388 -1.25097
22 H -1.13837 3.79288 -0.68397
23 H -0.66938 2.04988 -0.99597
24 O 0.89263 0.01288 -2.36797
25 H 0.36263 0.11988 -1.47797
26 H 0.73562 -0.87612 -2.34097
27 O 1.19562 -1.49412 1.80603
28 H 2.02663 -1.87412 2.33903
29 H 1.57863 -0.49112 1.56503
30 O -1.11437 -1.70712 2.39603
31 H -1.80337 -1.53912 1.75903
32 H -0.25538 -1.68712 1.84303

The lowest unoccupied orbital energy is 2.6906 eV. The spin multiplicity is 1. The total energy is -22862.9435 eV. Its HOMO energy is -6.434 eV. The total charge is -1.


[2]
C2H6P2 | the ωB97M-V functional and the def2-TZVPD basis

Cartesian coordinates (Å):
1 C -2.24828 0.74948 -0.48761
2 P -3.57039 0.08511 -0.04538
3 H -1.20828 0.76038 -0.68426
4 C 0.16274 -0.73294 0.35576
5 P 1.33397 0.60013 -0.01860
6 H -0.59084 -0.29369 0.84514
7 H 0.80652 -1.41140 0.88516
8 H 0.01067 -0.99339 -0.69233
9 H 2.38619 -0.24136 -0.35907
10 H 1.68641 1.04377 1.21412

The lowest unoccupied orbital energy is 0.2882 eV. The spin multiplicity is 1. The total energy is -20745.2078 eV. Its HOMO energy is -9.068 eV.


[3]
C7H11N4 | the ωB97M-V functional and the def2-TZVPD basis

Cartesian coordinates (Å):
1 C -0.48848 0.34266 0.16703
2 C -0.13582 -1.01500 0.09866
3 C 1.78861 0.90517 -0.02408
4 C 3.33067 -0.65012 -0.03479
5 C 3.98033 0.56732 -0.10083
6 C -1.07856 -2.22082 0.07019
7 C -1.38485 1.27482 0.21718
8 N 1.05340 -1.34778 0.12331
9 N 2.02679 -0.44088 0.05722
10 N 3.00642 1.49408 -0.01726
11 N -3.97292 0.85150 -0.15162
12 H 3.88681 -1.54387 -0.06565
13 H 5.01536 0.80163 -0.15733
14 H -0.38811 -3.17273 0.26245
15 H -1.72837 -2.09786 0.90901
16 H -1.59829 -2.32810 -0.85503
17 H -1.12561 2.28211 0.51694
18 H -2.48174 1.16754 0.33684
19 H 3.21449 2.40539 -0.29110
20 H -4.18004 0.19697 -0.96386
21 H -3.95335 1.81537 -0.60578
22 H -4.78675 0.71258 0.50851

The lowest unoccupied orbital energy is -4.5186 eV. The spin multiplicity is 1. The total energy is -13385.7239 eV. Its HOMO energy is -12.847 eV. The total charge is +1.


[4]
C23H23NO8S | the ωB97M-V functional and the def2-TZVPD basis

Cartesian coordinates (Å):
1 C -5.47864 -1.15538 0.18925
2 C -4.07582 -0.59811 -0.00104
3 C -4.04311 0.92516 0.19127
4 N -2.74969 1.47197 -0.14798
5 S -1.67903 1.77798 1.07596
6 O -0.62569 2.57168 0.50017
7 O -2.43061 2.31877 2.16530
8 C -0.98919 0.19960 1.59727
9 C -1.57240 -0.46619 2.65943
10 C -1.06898 -1.69877 3.04907
11 C 0.01045 -2.24911 2.37899
12 C 0.58923 -1.57441 1.30668
13 C 1.80773 -2.13229 0.65384
14 O 2.60150 -2.84454 1.20969
15 O 1.91940 -1.72157 -0.61662
16 C 3.20075 -1.88296 -1.23607
17 C 4.11812 -0.79995 -0.72310
18 C 5.32121 -1.07465 -0.17747
19 C 6.11965 -0.04907 0.47491
20 O 7.24027 -0.19834 0.88868
21 O 5.51049 1.16321 0.67459
22 C 4.29753 1.45524 0.15932
23 C 3.72241 2.67221 0.50421
24 C 2.46742 3.00690 0.01163
25 O 1.85733 4.11632 0.45435
26 C 1.86643 2.18234 -0.95127
27 C 2.41985 0.96945 -1.27018
28 C 3.60715 0.54259 -0.65965
29 C 0.08354 -0.33687 0.91626
30 C -2.24102 1.03411 -1.42679
31 C -2.33407 -0.49197 -1.58406
32 C -1.97997 -0.92807 -2.99825
33 O -3.65256 -0.92698 -1.31158
34 H -6.15118 -0.71030 -0.53837
35 H -5.83481 -0.93548 1.19114
36 H -5.46955 -2.23060 0.03697
37 H -3.38166 -1.06428 0.72255
38 H -4.25103 1.20495 1.22284
39 H -4.78972 1.38509 -0.46587
40 H -2.39626 0.00055 3.17641
41 H -1.51300 -2.22327 3.88098
42 H 0.42559 -3.19909 2.67957
43 H 3.60872 -2.86988 -1.00059
44 H 3.02348 -1.79597 -2.31026
45 H 5.73456 -2.07003 -0.16132
46 H 4.23362 3.33294 1.18397
47 H 0.90279 4.03818 0.29407
48 H 0.93788 2.50251 -1.39869
49 H 1.93170 0.32746 -1.98693
50 H 0.54210 0.22051 0.11621
51 H -1.21037 1.37628 -1.50216
52 H -2.83880 1.51141 -2.21201
53 H -1.64720 -0.96914 -0.86189
54 H -2.06929 -2.00716 -3.08049
55 H -2.66465 -0.47087 -3.70697
56 H -0.96260 -0.63208 -3.23593

The lowest unoccupied orbital energy is -0.2198 eV. The spin multiplicity is 1. The total energy is -52929.9369 eV. Its HOMO energy is -8.451 eV.


[5]
C4H7N2 | the ωB97M-V functional and the def2-TZVPD basis

Cartesian coordinates (Å):
1 C -1.05031 -0.39114 -0.71772
2 C 1.40388 -0.42507 -0.39970
3 C -2.29976 -0.86489 -0.05787
4 C 1.79847 0.49501 0.69764
5 N 0.30333 -0.72088 -0.98537
6 N -2.12587 0.21120 -1.02621
7 H 2.15380 -1.14374 -0.82108
8 H -2.66113 -1.73791 -0.34571
9 H -2.39062 -0.65735 0.95381
10 H 2.07178 1.38347 0.10321
11 H 1.05411 0.75308 1.30749
12 H 2.55668 0.17719 1.27955
13 H -2.43756 1.06140 -1.60839

The lowest unoccupied orbital energy (spin up / spin down) is -4.4265 / -8.6817 eV. The spin multiplicity is 3. The total energy is -7226.4137 eV. Its HOMO energy (spin up / spin down) is -10.807 / -15.669 eV. The total charge is +1.


[6]
C17H62O17 | the ωB97M-V functional and the def2-TZVPD basis

Cartesian coordinates (Å):
1 C 3.33697 1.46978 -2.89459
2 O 2.83459 1.18142 -1.58178
3 H 3.35987 2.55047 -3.00045
4 H 4.33026 1.02573 -3.00052
5 H 2.72387 0.97999 -3.65486
6 H 2.42932 0.29641 -1.57577
7 C -2.94552 -0.93469 -3.21067
8 O -1.66705 -0.83961 -3.82888
9 H -3.06495 -1.87710 -2.67409
10 H -3.06782 -0.12406 -2.49216
11 H -3.73262 -0.84009 -3.96288
12 H -1.38061 -1.72360 -4.06850
13 C -2.59955 -1.79089 3.87003
14 O -1.65414 -2.83479 3.67810
15 H -2.58352 -1.53102 4.93108
16 H -2.41881 -0.96185 3.18879
17 H -3.64869 -2.01606 3.64211
18 H -2.04124 -3.65602 3.99198
19 C -4.27502 1.39075 0.59319
20 O -5.58146 0.83093 0.61513
21 H -3.66917 1.20485 -0.29037
22 H -4.33437 2.47658 0.72039
23 H -3.72763 1.00010 1.45721
24 H -5.98642 1.09525 1.44396
25 C 2.62636 2.02274 1.33242
26 O 2.24268 2.95743 0.33348
27 H 2.06888 2.20258 2.24934
28 H 2.48994 0.97611 1.04481
29 H 3.70393 2.11156 1.50839
30 H 2.41021 2.51613 -0.52588
31 C -0.56177 2.71287 -3.43495
32 O -1.00269 3.94907 -2.92167
33 H -1.38094 2.00230 -3.53272
34 H -0.00268 2.75949 -4.37246
35 H 0.12469 2.22967 -2.72163
36 H -0.36320 4.64011 -3.10712
37 C -1.08557 3.96104 0.34936
38 O -0.02996 3.61378 1.23118
39 H -0.83270 4.70029 -0.41300
40 H -1.44260 3.06905 -0.17308
41 H -1.90782 4.39025 0.92439
42 H 0.81183 3.38207 0.70248
43 C -3.60059 -2.24839 0.33180
44 O -4.81794 -2.90260 -0.00371
45 H -3.00289 -2.94677 0.92090
46 H -2.96089 -2.01403 -0.52146
47 H -3.76741 -1.34976 0.92479
48 H -5.26690 -2.31543 -0.62023
49 C 1.33674 -0.88305 3.06788
50 O 0.97108 -2.03522 3.82302
51 H 0.76738 -0.01502 3.40658
52 H 2.39731 -0.68259 3.21975
53 H 1.15294 -1.13524 2.02078
54 H 0.05042 -2.26684 3.61993
55 C 1.11957 -4.41096 -1.35737
56 O 1.46435 -3.64606 -0.21584
57 H 0.39485 -3.89031 -1.99179
58 H 2.03001 -4.61045 -1.91810
59 H 0.67555 -5.38319 -1.12802
60 H 0.73390 -3.67721 0.41372
61 C 2.52758 -2.16123 -3.96334
62 O 2.85023 -1.75215 -5.28002
63 H 2.99763 -1.45549 -3.28265
64 H 1.44982 -2.10267 -3.75924
65 H 2.84256 -3.19341 -3.79092
66 H 2.47394 -2.36399 -5.91704
67 C 0.10179 -0.63993 -1.17301
68 C -0.61104 0.34012 -0.26809
69 O -1.22851 -0.30326 0.84325
70 O 1.42501 -0.98596 -0.82682
71 H 0.13033 -0.08760 -2.11879
72 H -0.48786 -1.53990 -1.36774
73 H -1.37933 0.95387 -0.74687
74 H 0.13879 1.03136 0.13965
75 H -1.27955 0.24441 1.64176
76 H 1.48476 -1.90275 -0.50082
77 C -1.60978 2.19734 4.02485
78 C -3.08570 2.47046 4.24624
79 O -3.57789 3.52308 3.42109
80 O -1.34941 1.74303 2.72127
81 H -1.26060 1.48860 4.78200
82 H -1.08538 3.13572 4.25095
83 H -3.22657 2.74268 5.30093
84 H -3.72052 1.60880 4.03888
85 H -2.94890 4.25138 3.46134
86 H -1.02931 2.48941 2.17229
87 C 4.65130 -1.15112 0.43106
88 C 4.92425 -1.99402 -0.78658
89 O 5.62095 -1.22132 -1.76562
90 O 5.84912 -0.88444 1.15044
91 H 3.98415 -1.71305 1.09282
92 H 4.15798 -0.23127 0.11351
93 H 3.98035 -2.28993 -1.25666
94 H 5.49338 -2.88849 -0.52308
95 H 6.51435 -1.54650 -1.88801
96 H 6.09970 0.03234 1.02055

The lowest unoccupied orbital energy is 0.1970 eV. The spin multiplicity is 1. The total energy is -53436.3265 eV. Its HOMO energy is -9.502 eV.